This record from the Open Molecules 2025 dataset describes an isolated molecule of C5H10. The level of theory is ωB97M-V/def2-TZVPD.

- SMILES string: CC=C(C)C
- HOMO level: -8.794 eV
- Energy above the lowest of the compared OMol25 structures with the same formula, charge and spin: 28.0 kcal/mol

Each atom is followed by the atoms it is bonded to, with distances in Å.
CARTESIAN COORDINATES (ANGSTROEM)
1 C 2.10490 -0.18454 0.06772  C2 1.495, H6 1.102, H7 1.156, H8 1.137
2 C 0.72100 -0.72381 -0.10065  C1 1.495, C3 1.326, H9 1.121
3 C -0.44566 -0.09864 -0.01307  C2 1.326, C4 1.505, C5 1.535
4 C -0.47036 1.40628 -0.02824  C3 1.505, H10 1.142, H11 1.110, H12 1.089
5 C -1.81866 -0.78249 0.05483  C3 1.535, H13 1.161, H14 1.135, H15 1.124
6 H 2.53811 -0.48312 1.03568  C1 1.102
7 H 2.77518 -0.62281 -0.76531  C1 1.156
8 H 2.13594 0.95026 0.00961  C1 1.137
9 H 0.75241 -1.83740 -0.22326  C2 1.121
10 H -1.57026 1.67854 -0.17349  C4 1.142
11 H -0.14524 1.96259 0.87552  C4 1.110
12 H 0.07263 1.61459 -0.94882  C4 1.089
13 H -2.69182 -0.03468 -0.10819  C5 1.161
14 H -1.96035 -1.58284 -0.73793  C5 1.135
15 H -1.99782 -1.26193 1.05558  C5 1.124